Density functional theory data (wB97M-V/def2-TZVPD) for a molecular structure, C5H10O at a distorted geometry.

## Properties
**Highest occupied orbital energy**: -9.22 eV
**Gap between HOMO and LUMO**: 10.180 eV
**F_max**: 2.60 eV/A
**Relative energy (zero: lowest compared OMol25 entry of this formula, charge and spin)**: 376.4 kJ/mol
**Electronic energy**: -7390.864 eV
**Total charge**: 0

Each line ends with the natural charge from an NBO analysis.
Atoms and positions in Å:
1 C 1.7962 0.3087 0.4790  -0.602
2 C 0.8034 0.1422 -0.6635  -0.489
3 C -0.5280 -0.1213 -0.0349  0.272
4 C -0.7799 -1.6580 0.1479  -0.692
5 C -1.5003 1.3475 0.0667  0.015
6 O -1.6368 0.8129 -1.1483  -0.598
7 H 2.0092 -0.6452 0.9765  0.203
8 H 1.3443 0.9713 1.2238  0.208
9 H 2.7300 0.7404 0.1181  0.215
10 H 1.1505 -0.6372 -1.3725  0.205
11 H 0.6660 1.0541 -1.2331  0.231
12 H -0.3988 -2.3424 -0.6584  0.224
13 H -0.5136 -2.1793 1.0895  0.239
14 H -1.8451 -1.5730 0.1773  0.242
15 H -0.8416 2.2336 0.2017  0.149
16 H -2.4554 1.5458 0.6302  0.176


Density functional theory data (wB97M-V/def2-TZVPD) for 2 unconnected molecules or ions with the total composition C5H10O at a distorted geometry.

## Properties
**Highest occupied orbital energy**: -8.91 eV
**Gap between HOMO and LUMO**: 9.894 eV
**F_max**: 1.72 eV/A
**SMILES**: C=C=O.CCC
**Relative energy (zero: lowest compared OMol25 entry of this formula, charge and spin)**: 243.5 kJ/mol
**Electronic energy**: -7392.242 eV
**Total charge**: 0

Each line ends with the natural charge from an NBO analysis.
Atoms and positions in Å:
1 C 2.0114 -0.3399 -1.1181  -0.761
2 C 1.4992 0.5798 -0.3072  0.658
3 O 1.3838 1.5228 0.3844  -0.508
4 H 1.4434 -1.1497 -1.5616  0.244
5 H 3.0304 -0.1558 -1.4024  0.251
6 C -1.2535 0.3651 -0.8092  -0.616
7 C -0.4511 -0.4742 0.2067  -0.401
8 C -0.7401 -0.0503 1.6308  -0.617
9 H -1.0411 0.1206 -1.8547  0.216
10 H -1.1260 1.4480 -0.6820  0.217
11 H -2.3177 0.1501 -0.6341  0.214
12 H -0.6652 -1.5228 0.0135  0.214
13 H 0.6599 -0.6701 0.1647  0.245
14 H -0.4941 1.0086 1.7840  0.224
15 H -0.1406 -0.6360 2.3328  0.211
16 H -1.7988 -0.1963 1.8523  0.209


Q: What is the highest occupied orbital energy in the second record?
A: -8.91 eV